Entry 1:
75
Properties=species:S:1:pos:R:3 method="wB97M-V/def2-TZVPD" multiplicity=2 e_homo_ev="-12.268 / -12.263" charge=+2 lumo_ev="-6.23 / -6.71" total_energy_ha=-4246.94926
Os 0.77 0.10 -0.43
S 5.85 -3.99 3.39
N 4.27 -4.21 3.19
C 3.83 -3.20 2.46
C 2.46 -3.00 2.03
C 1.42 -3.87 2.35
C 0.16 -3.59 1.88
C -0.04 -2.47 1.08
N 0.95 -1.63 0.77
C 2.19 -1.88 1.25
C 3.23 -0.93 0.90
N 2.85 0.15 0.17
C 3.77 1.05 -0.17
C 5.11 0.93 0.19
C 5.51 -0.16 0.94
C 4.55 -1.11 1.31
C 4.85 -2.28 2.10
N 6.04 -2.62 2.57
H 1.62 -4.75 2.96
H -0.68 -4.24 2.09
H -1.01 -2.25 0.67
H 3.42 1.90 -0.74
H 5.81 1.69 -0.11
H 6.54 -0.29 1.24
Cl 1.17 -1.32 -2.33
Si -0.98 -0.64 -1.82
Cl -4.06 0.05 -1.19
Cl -1.57 0.39 -3.46
C -3.94 -0.97 1.91
C -5.14 -0.60 1.06
N -4.89 0.50 0.10
C -3.41 -2.62 -1.30
S -1.97 -2.71 -2.06
N -4.64 -0.60 -2.50
C -5.74 0.18 -3.10
C -7.12 -0.13 -2.53
H -4.20 -1.71 2.66
H -3.55 -0.07 2.41
H -3.16 -1.39 1.27
H -5.93 -0.21 1.70
H -5.54 -1.48 0.56
H -3.95 1.33 -1.52
H -4.01 -3.54 -1.32
H -5.71 -0.08 -4.16
H -5.53 1.26 -3.03
H -7.17 0.13 -1.48
H -7.34 -1.19 -2.65
H -7.88 0.44 -3.07
N -0.06 3.80 -2.28
C -0.20 2.80 -1.41
N 0.71 1.86 -1.59
C 1.48 2.27 -2.68
C 2.56 1.66 -3.33
C 3.11 2.34 -4.40
C 2.62 3.58 -4.82
C 1.56 4.19 -4.19
C 1.00 3.50 -3.12
H -0.65 4.62 -2.33
H -0.96 2.77 -0.64
H 2.93 0.69 -3.03
H 3.94 1.89 -4.93
H 3.09 4.07 -5.67
H 1.17 5.14 -4.52
O 0.05 1.24 1.06
N 0.50 1.03 2.33
C -0.27 0.30 3.15
C 0.12 0.10 4.46
C 1.31 0.67 4.90
C 2.07 1.43 4.02
C 1.64 1.60 2.72
H -1.19 -0.08 2.72
H -0.50 -0.48 5.12
H 1.64 0.53 5.92
H 2.99 1.91 4.33
H 2.14 2.20 1.97

***

Entry 2:
77
Properties=species:S:1:pos:R:3 method="wB97M-V/def2-TZVPD" e_homo_ev=-8.076 charge=0 lumo_ev=-0.31 total_energy_ha=-2882.75937
C -0.75 0.59 3.10
C -1.70 0.24 2.23
C -1.40 -0.40 0.90
C -2.00 -1.64 0.52
C -2.96 -2.39 1.43
C -4.34 -1.69 1.60
C -4.85 -0.95 0.33
C -4.91 0.59 0.53
O -6.00 1.17 -0.22
C -5.79 0.99 -1.57
O -5.31 1.82 -2.29
C -1.72 -2.21 -0.70
C -0.88 -1.58 -1.60
N -0.60 -2.21 -2.86
C -0.32 -0.37 -1.29
C -0.57 0.20 -0.03
C 0.11 1.53 0.25
O -0.42 2.39 0.93
C 1.46 1.76 -0.41
C 2.48 2.59 0.32
Cl 2.42 2.01 2.07
C 2.12 4.14 0.30
C 1.77 4.76 1.65
Cl 0.85 4.54 -0.91
C 1.64 1.21 -1.61
B 2.99 1.41 -2.41
N 3.85 0.24 -2.57
O 3.40 2.62 -2.96
C 0.58 0.37 -2.25
O 0.47 0.25 -3.46
H 0.07 -0.09 3.33
H -0.83 1.57 3.58
H -2.75 0.45 2.45
H -2.50 -2.46 2.43
H -3.11 -3.41 1.07
H -4.32 -0.98 2.44
H -5.07 -2.46 1.84
H -5.89 -1.24 0.17
H -4.31 -1.21 -0.59
H -3.96 1.09 0.27
H -5.17 0.75 1.58
H -6.14 0.01 -1.96
H -2.21 -3.16 -0.91
H -0.97 -3.15 -2.80
H -1.08 -1.66 -3.57
H 3.52 2.42 0.00
H 3.03 4.65 -0.04
H 0.88 4.33 2.11
H 1.54 5.82 1.49
H 2.63 4.76 2.33
H 4.76 0.52 -2.94
H 3.46 -0.42 -3.24
H 4.35 2.69 -2.78
N 7.40 2.39 1.21
C 6.62 1.46 0.59
N 6.84 0.17 0.96
O 5.79 1.76 -0.25
H 8.09 2.17 1.90
H 7.26 3.35 0.96
H 6.28 -0.54 0.52
H 7.52 -0.10 1.64
N 1.40 -3.65 -7.81
C 1.11 -3.91 -6.50
N 0.39 -2.94 -5.86
O 1.47 -4.93 -5.94
H 1.11 -2.81 -8.29
H 1.93 -4.34 -8.31
H 0.16 -3.10 -4.90
H 0.08 -2.09 -6.30
N -2.43 -0.54 6.45
C -2.49 -1.78 5.88
N -2.24 -2.83 6.73
O -2.75 -1.94 4.70
H -2.22 -0.39 7.42
H -2.61 0.24 5.86
H -2.28 -3.75 6.34
H -2.03 -2.72 7.70

***

Entry 3:
46
Properties=species:S:1:pos:R:3 method="wB97M-V/def2-TZVPD" multiplicity=5 e_homo_ev="-4.046 / -5.146" charge=-1 lumo_ev="1.72 / 1.71" total_energy_ha=-2528.76149
Cr 0.65 -0.22 -0.31
O 1.00 0.38 -4.66
C 1.62 0.06 -3.49
O 0.82 -0.06 -2.48
O 2.84 -0.02 -3.41
H 0.08 0.37 -4.37
O 0.63 -4.50 -0.30
C 1.16 -3.27 -0.51
O 2.18 -3.19 -1.20
O 0.52 -2.27 -0.04
H 0.97 -5.01 -1.05
O 3.88 0.70 2.25
C 3.73 0.05 1.05
O 4.66 -0.64 0.62
O 2.60 0.23 0.48
H 4.73 0.31 2.53
C -2.60 -1.15 -1.24
C -2.04 -1.85 -2.45
O -2.21 -1.12 -3.66
O -1.59 -0.28 -0.67
H -2.82 -1.86 -0.45
H -3.45 -0.53 -1.56
H -2.42 -2.85 -2.68
H -0.97 -2.02 -2.25
H -2.19 -0.18 -3.45
H -2.04 0.11 0.08
C 0.01 -0.72 2.83
C -1.43 -0.98 3.22
O -2.07 0.20 3.70
O -0.01 0.24 1.75
H 0.63 -1.53 2.46
H 0.56 -0.33 3.70
H -1.45 -1.69 4.06
H -2.00 -1.43 2.40
H -2.60 0.57 3.00
H -0.19 1.12 2.10
C 0.54 3.29 -0.03
C -0.66 3.82 0.73
O -0.87 3.06 1.92
O 0.25 1.95 -0.57
H 1.42 3.09 0.58
H 0.73 3.92 -0.90
H -1.53 3.84 0.07
H -0.45 4.87 0.95
H -0.21 3.38 2.54
H -0.40 2.16 -1.25

***

Entry 4:
63
Properties=species:S:1:pos:R:3 method="wB97M-V/def2-TZVPD" e_homo_ev=-7.028 charge=0 lumo_ev=-0.04 total_energy_ha=-1577.39954
C 1.00 2.81 -3.84
C -0.28 2.34 -3.58
C -0.47 1.24 -2.69
C 0.65 0.64 -2.15
C 1.92 1.14 -2.34
C 2.11 2.25 -3.19
C -1.88 0.81 -2.35
C -2.03 -0.68 -1.96
N -2.18 -1.56 -3.08
Ba 0.21 -0.20 0.47
C 3.09 0.48 -1.63
P 2.56 -1.25 -1.20
H -1.16 2.77 -4.07
H 3.11 2.62 -3.37
H 1.14 3.63 -4.54
H 3.37 1.02 -0.70
H 3.99 0.42 -2.26
H -2.29 1.40 -1.50
H -2.56 1.01 -3.20
H -1.17 -1.06 -1.34
C 4.05 -1.89 -0.38
C 2.74 -1.98 -2.86
H -2.94 -0.78 -1.34
C -1.10 -1.66 -4.02
C -2.77 -2.84 -2.76
H 0.81 -2.75 2.12
H -1.45 -2.31 -4.84
H -0.84 -0.67 -4.42
H -0.17 -2.10 -3.60
H -3.00 -3.36 -3.70
H -2.12 -3.50 -2.15
H -3.70 -2.67 -2.20
H 3.80 -1.88 -3.15
H 2.45 -3.04 -2.80
H 2.10 -1.47 -3.60
H 4.92 -1.72 -1.03
H 4.19 -1.39 0.59
H 3.90 -2.96 -0.22
H 0.50 -3.03 1.47
C -2.67 1.47 4.90
C -1.16 1.51 4.86
C -0.58 0.81 3.63
C 0.92 0.49 3.82
C 1.78 1.68 4.20
C -1.32 -0.53 3.37
O -1.11 -1.56 4.00
N -2.19 -0.54 2.29
C -2.72 0.63 1.62
O -3.63 0.44 0.81
N -2.06 1.80 1.87
C -0.82 1.67 2.36
O 0.22 2.05 1.71
H -3.11 1.89 3.99
H -3.03 2.05 5.76
H -3.02 0.43 5.03
H -0.80 2.55 4.86
H -0.73 1.01 5.73
H 1.00 -0.30 4.58
H 1.33 0.03 2.89
H 1.44 2.13 5.15
H 2.81 1.36 4.33
H 1.75 2.44 3.42
H -2.82 -1.35 2.24

***

Entry 5:
41
Properties=species:S:1:pos:R:3 method="wB97M-V/def2-TZVPD" e_homo_ev=-8.089 charge=0 lumo_ev=-0.44 total_energy_ha=-1388.08811
C -1.99 -1.61 -0.68
C -2.97 -0.76 0.16
C -4.04 -0.30 -0.94
C -3.63 -1.76 1.10
S -2.23 0.66 1.03
O -3.03 0.90 2.30
O -2.10 1.74 0.05
C -0.57 0.23 1.52
C -0.24 -0.51 2.71
C 1.08 -0.86 3.01
C 2.09 -0.46 2.20
N 3.33 -0.82 2.55
C 4.47 -0.31 2.02
C 4.37 0.36 0.82
C 3.04 0.78 0.42
N 2.99 1.59 -0.66
C 3.65 2.84 -0.75
C 4.55 3.36 0.24
C 4.87 4.59 -0.20
N 4.05 4.81 -1.32
N 3.28 3.78 -1.69
C 1.83 0.37 1.12
C 0.53 0.70 0.79
H -1.24 -1.04 -1.35
H -2.56 -2.32 -1.26
H -1.30 -2.18 -0.06
H -4.83 -1.06 -1.17
H -3.54 -0.01 -1.91
H -4.36 0.74 -0.58
H -3.13 -2.04 2.00
H -4.48 -1.23 1.42
H -4.01 -2.66 0.58
H -1.06 -0.95 3.26
H 1.37 -1.52 3.82
H 5.43 -0.73 2.45
H 5.29 0.69 0.20
H 2.02 1.60 -0.93
H 4.86 2.87 1.15
H 5.40 5.38 0.30
H 4.18 5.64 -1.87
H 0.35 1.18 -0.16

***

Entry 6:
14
Properties=species:S:1:pos:R:3 method="wB97M-V/def2-TZVPD" e_homo_ev="-7.110 / -7.328" charge=0 lumo_ev="-0.71 / -0.52" total_energy_ha=-287.31919
C -0.08 1.53 -0.44
C -1.43 1.59 -0.42
C -1.77 -0.43 0.05
C -0.35 -0.74 0.40
C 0.55 0.37 -0.11
C 2.04 0.08 -0.04
N -2.94 -0.81 0.03
H 0.47 2.21 -0.92
H -0.44 -0.55 1.45
H -0.16 -1.61 -0.15
H 2.19 -0.83 0.46
H 2.71 0.84 0.49
H 2.47 0.05 -1.05
H -3.25 -1.69 0.24

***

Entry 7:
19
Properties=species:S:1:pos:R:3 method="wB97M-V/def2-TZVPD" e_homo_ev="-8.138 / -8.062" charge=0 lumo_ev="-0.26 / -0.55" total_energy_ha=-885.24250
C -3.17 -2.17 1.38
C -0.66 -1.04 -0.45
C -0.04 1.94 -1.22
C 2.04 -0.41 -1.24
C 0.98 0.94 1.54
Si 0.52 0.38 -0.25
S -2.27 -1.08 0.33
H -4.16 -1.79 1.53
H -3.02 -3.21 1.31
H -0.12 -1.91 -0.29
H -0.07 1.89 -2.27
H -0.93 2.28 -0.86
H 0.65 2.75 -1.00
H 1.81 -1.30 -1.85
H 2.53 0.44 -1.56
H 2.71 -0.81 -0.57
H 1.74 1.57 1.25
H 0.21 1.45 1.97
H 1.23 0.09 2.26

***

Entry 8:
15
Properties=species:S:1:pos:R:3 method="wB97M-V/def2-TZVPD" e_homo_ev=-10.351 charge=0 lumo_ev=0.26 total_energy_ha=-382.14833
O -0.24 -0.40 -0.31
H -0.75 -1.17 -0.53
H 0.55 -0.57 -0.06
O 2.42 -0.14 0.94
H 2.08 0.13 1.81
H 2.59 -1.04 0.88
O -2.23 -1.92 -1.53
H -1.77 -2.83 -1.75
H -2.93 -2.24 -0.99
O 1.26 2.18 -0.64
H 1.23 1.38 -0.20
H 2.25 2.48 -0.73
O -1.83 1.25 1.20
H -1.20 0.86 0.53
H -1.43 2.05 1.38